Entry 1:
18
Properties=species:S:1:pos:R:3:forces:R:3 method="wB97M-V/def2-TZVPD" lumo_ev=3.69 total_charge=-1
C -0.73206 -1.29060 -1.34400 0.24 -1.49 0.54
C -0.09255 1.68370 -0.33034 0.19 1.15 -0.30
C -1.51707 -0.08761 1.61413 -1.51 -1.87 -1.72
O 3.31100 -1.32314 -0.12393 0.16 0.64 -0.93
O 1.57356 0.20468 -1.17458 1.42 -0.71 -0.17
O 1.13968 -0.98474 0.78476 0.83 0.17 1.01
O 2.74212 0.85298 0.85780 0.30 -0.04 -0.42
F -2.08196 -1.36591 -1.67757 -1.54 0.71 0.26
F -1.10300 2.65740 -0.03965 -0.83 -0.67 0.48
F -1.66786 -1.34010 2.31726 0.90 0.63 0.44
Si -0.13748 -0.19605 0.19428 -4.49 0.84 -2.15
S 2.36796 -0.24405 -0.00549 0.59 -0.86 1.47
H -0.53477 -2.40808 -1.25567 0.81 1.40 0.23
H -0.28064 -0.90288 -2.24657 0.59 0.01 -0.05
H 0.15517 1.94824 -1.38202 -0.13 -0.88 0.68
H 0.72061 2.06044 0.27486 0.69 0.02 -0.02
H -2.62216 -0.01767 1.31249 1.80 0.87 -0.33
H -1.24055 0.75337 2.22423 -0.03 0.08 0.98

Entry 2:
11
Properties=species:S:1:pos:R:3:forces:R:3 method="wB97M-V/def2-TZVPD" smiles=CC(C)(F)I lumo_ev=0.36
C 0.13173 0.50993 -1.16132 0.53 -0.21 -0.46
C -0.25164 -0.32136 1.25186 4.28 2.15 -0.64
C 0.87643 0.56752 0.17453 -2.20 -3.55 1.35
F 0.94142 1.73698 0.77011 0.38 2.13 0.05
I 2.99629 -0.13355 -0.02628 -1.14 0.06 0.17
H -0.82337 1.04066 -0.97952 0.47 -0.03 -0.40
H 0.70127 0.88645 -2.07725 -0.87 -0.38 1.37
H -0.14141 -0.57411 -1.27906 0.46 1.10 -0.35
H 0.27818 -0.88583 2.00142 0.40 -0.44 -0.02
H -0.74739 -0.93491 0.57358 -1.52 -0.84 -0.51
H -0.70540 0.48494 1.81596 -0.78 0.01 -0.56

Entry 3:
11
Properties=species:S:1:pos:R:3:forces:R:3 method="wB97M-V/def2-TZVPD" lumo_ev="0.78 / -3.47" spin_multiplicity=3 s2=2.006
C 0.28204 0.13768 -1.28596 -0.23 -3.82 -0.11
C 0.31514 0.22996 1.25899 0.29 -4.19 0.69
C -0.29444 -0.33682 -0.03119 2.15 -1.52 1.73
F -0.41166 -1.72976 -0.01744 0.45 0.06 0.14
I -2.39439 0.30657 0.00132 -4.27 1.22 0.04
H -0.15424 -0.29648 -2.17821 -0.78 0.08 -0.13
H 0.14299 1.13205 -1.24015 0.68 3.73 -0.48
H 1.21380 -0.36662 -1.25742 1.93 0.68 -0.39
H -0.13834 -0.39181 2.20552 1.24 1.51 -2.29
H -0.01186 1.21962 1.33944 -0.02 1.79 0.33
H 1.45097 0.09560 1.20512 -1.46 0.45 0.46

What did we get for M? Answer: 223.224, 187.983, 187.983 g/mol, in the order shown.
What did we get for energy above the lowest of the compared OMol25 structures with the same formula, charge and spin? Answer: 0.369, 0.956, 0.399 eV, in the order shown.